C2H8NO | wB97M-V/def2-TZVPD

Output
- charge = -1
- 2S+1 = 1
- relative energy (zero: lowest compared OMol25 entry of this formula, charge and spin) (eV) = 3.160
- HOMO-LUMO gap (eV) = 5.98

Geometry (Å):
O (-0.01, -0.73, -3.14)
H (-0.84, -0.51, -3.50)
C (0.02, -0.17, 2.42)
N (-0.30, 0.71, 1.15)
C (0.41, 0.39, -0.23)
H (1.08, -0.63, 2.57)
H (-0.74, -0.97, 2.02)
H (-0.32, 0.41, 3.33)
H (-1.45, 0.68, 1.26)
H (-0.11, -0.46, -0.88)
H (0.53, 1.26, -0.86)
H (1.42, -0.19, 0.02)